one) 168
Properties=species:S:1:pos:R:3:mulliken_charge:R:1 method="wB97M-V/def2-TZVPD" smiles=COCCNCCOC.COCCNCCOC.COCCNCCOC.COCCNCCOC.CC(C)O.CC(C)O.CC(C)O.CC(C)O.CC(C)O.CC(C)O lumo_energy_ev=0.467 charge=0
C -6.121 -8.864 -3.458 -0.744
O -6.719 -10.053 -3.034 -0.280
C -8.067 -9.890 -2.844 -0.698
C -8.605 -11.272 -2.360 -0.468
N -9.063 -12.115 -3.419 -0.335
C -9.738 -13.355 -3.042 -0.615
C -8.837 -14.508 -2.518 -0.474
O -9.497 -15.456 -1.651 -0.391
C -10.442 -16.271 -2.276 -0.731
H -5.133 -9.245 -3.718 0.248
H -6.020 -8.061 -2.728 0.273
H -6.641 -8.543 -4.361 0.329
H -8.630 -9.614 -3.736 0.384
H -8.218 -9.159 -2.049 0.385
H -9.469 -11.057 -1.731 0.360
H -7.810 -11.883 -1.933 0.320
H -8.271 -12.364 -3.994 0.248
H -10.315 -13.714 -3.894 0.312
H -10.283 -13.121 -2.127 0.313
H -8.004 -13.988 -2.045 0.320
H -8.404 -15.035 -3.368 0.375
H -11.479 -15.939 -2.335 0.262
H -10.467 -17.281 -1.865 0.277
H -10.048 -16.449 -3.276 0.333
C -3.536 -1.467 0.148 -0.810
O -3.123 -0.318 -0.449 -0.309
C -2.515 0.607 0.405 -0.569
C -0.999 0.317 0.638 -0.609
N -0.252 0.272 -0.606 -0.191
C 1.173 0.201 -0.389 -0.825
C 2.004 0.185 -1.747 -0.597
O 2.219 1.614 -2.128 -0.316
C 2.749 1.796 -3.375 -0.721
H -4.164 -2.038 -0.536 0.250
H -4.077 -1.316 1.082 0.348
H -2.702 -2.165 0.224 0.293
H -3.167 0.570 1.278 0.467
H -2.643 1.564 -0.101 0.239
H -0.961 -0.647 1.146 0.339
H -0.591 1.101 1.276 0.363
H -0.452 -0.434 -1.299 0.230
H 1.363 -0.751 0.106 0.419
H 1.636 0.865 0.341 0.408
H 1.544 -0.424 -2.524 0.353
H 2.994 -0.260 -1.644 0.412
H 2.914 2.837 -3.653 0.251
H 2.043 1.549 -4.169 0.278
H 3.700 1.264 -3.375 0.293
C -9.807 0.442 -0.051 -0.750
O -9.132 1.335 -0.887 -0.326
C -8.878 0.862 -2.253 -0.570
C -8.377 2.050 -3.245 -0.614
N -7.002 2.476 -2.852 -0.091
C -6.199 3.254 -3.717 -0.610
C -4.732 3.271 -3.356 -0.319
O -4.207 3.864 -4.601 -0.360
C -2.781 3.613 -4.671 -0.688
H -10.846 0.771 -0.050 0.253
H -9.314 0.652 0.898 0.232
H -9.691 -0.620 -0.267 0.357
H -9.721 0.263 -2.596 0.467
H -8.090 0.109 -2.212 0.324
H -8.999 2.919 -3.031 0.266
H -8.493 1.754 -4.288 0.357
H -6.429 1.784 -2.390 0.160
H -6.547 4.286 -3.739 0.164
H -6.324 2.878 -4.733 0.289
H -4.311 2.295 -3.117 0.316
H -4.557 3.911 -2.492 0.316
H -2.354 3.861 -3.699 0.283
H -2.317 4.100 -5.528 0.260
H -2.784 2.528 -4.771 0.288
C 11.140 5.205 -0.390 -0.772
O 11.555 6.499 -0.078 -0.279
C 12.596 6.561 0.827 -0.724
C 13.155 7.870 1.168 -0.495
N 13.805 8.463 0.013 -0.349
C 14.040 9.828 0.309 -0.489
C 15.455 10.264 0.017 -0.639
O 16.163 10.015 1.186 -0.390
C 16.616 8.664 1.529 -0.634
H 10.348 5.262 -1.136 0.252
H 10.755 4.617 0.443 0.295
H 11.941 4.652 -0.880 0.329
H 13.430 5.939 0.504 0.365
H 12.142 6.240 1.765 0.353
H 13.902 7.649 1.930 0.227
H 12.356 8.484 1.582 0.449
H 13.095 8.327 -0.693 0.259
H 13.817 10.116 1.336 0.327
H 13.307 10.449 -0.205 0.481
H 15.644 11.334 -0.072 0.341
H 15.814 9.788 -0.895 0.293
H 16.385 8.626 2.594 0.256
H 17.665 8.569 1.250 0.292
H 16.061 7.808 1.145 0.250
C -9.926 0.841 9.117 -1.295
C -9.440 0.366 7.777 0.553
C -8.864 1.432 6.925 -1.245
O -8.414 -0.671 7.997 -0.572
H -10.253 0.013 9.746 0.370
H -10.826 1.450 9.033 0.319
H -9.053 1.274 9.605 0.340
H -10.295 -0.178 7.376 0.237
H -8.181 1.201 6.107 0.349
H -8.225 2.047 7.560 0.310
H -9.675 2.050 6.539 0.331
H -8.840 -1.379 8.487 0.303
C 8.288 8.461 -5.883 -1.282
C 8.707 9.841 -5.402 0.393
C 8.995 9.770 -3.926 -1.183
O 9.933 10.274 -5.952 -0.555
H 7.356 8.147 -5.413 0.357
H 8.960 7.604 -5.864 0.350
H 7.969 8.659 -6.907 0.365
H 7.991 10.659 -5.472 0.275
H 9.948 9.265 -3.771 0.252
H 8.225 9.345 -3.282 0.357
H 9.180 10.778 -3.554 0.332
H 10.540 9.542 -6.081 0.339
C 6.036 -5.440 -6.300 -1.233
C 6.064 -6.907 -6.797 0.561
C 4.734 -7.468 -7.283 -1.432
O 6.836 -6.945 -7.907 -0.547
H 5.893 -4.779 -7.155 0.275
H 6.991 -5.211 -5.826 0.332
H 5.337 -5.261 -5.483 0.335
H 6.517 -7.534 -6.029 0.239
H 4.153 -7.041 -8.100 0.400
H 4.035 -7.442 -6.447 0.336
H 4.953 -8.521 -7.460 0.397
H 6.287 -6.956 -8.694 0.335
C -3.599 -6.289 6.022 -1.325
C -2.171 -6.700 6.489 0.547
C -1.497 -7.775 5.622 -1.234
O -1.374 -5.523 6.488 -0.534
H -4.179 -5.637 6.675 0.368
H -4.284 -7.128 5.896 0.344
H -3.448 -5.717 5.107 0.361
H -2.164 -6.987 7.541 0.198
H -2.143 -8.639 5.466 0.354
H -0.482 -8.005 5.945 0.308
H -1.439 -7.357 4.617 0.318
H -1.943 -4.828 6.829 0.296
C 3.998 -1.765 6.774 -1.228
C 3.631 -0.733 5.718 0.414
C 3.280 0.689 6.260 -1.290
O 4.714 -0.463 4.804 -0.561
H 3.126 -1.869 7.420 0.339
H 4.793 -1.389 7.418 0.287
H 4.431 -2.640 6.289 0.319
H 2.863 -1.242 5.135 0.282
H 3.958 1.135 6.988 0.352
H 2.264 0.698 6.653 0.374
H 3.196 1.471 5.506 0.375
H 5.338 0.086 5.284 0.336
C -2.921 7.326 4.776 -1.226
C -3.025 8.222 3.599 0.568
C -2.938 7.509 2.280 -1.367
O -4.262 8.865 3.719 -0.568
H -1.906 6.969 4.949 0.355
H -3.628 6.501 4.691 0.310
H -3.073 7.761 5.764 0.322
H -2.360 9.086 3.598 0.273
H -3.616 6.659 2.203 0.328
H -1.893 7.202 2.224 0.324
H -3.271 7.938 1.335 0.355
H -4.086 9.709 4.140 0.327

=====

two) 168
Properties=species:S:1:pos:R:3:mulliken_charge:R:1 method="wB97M-V/def2-TZVPD" smiles=COCCNCCOC.COCCNCCOC.COCCNCCOC.COCCNCCOC.CC(C)O.CC(C)O.CC(C)O.CC(C)O.CC(C)O.CC(C)O lumo_energy_ev=0.525 charge=0
C 9.106 25.567 12.210 -0.657
O 9.830 24.441 12.711 -0.298
C 11.040 24.688 13.410 -0.371
C 11.657 23.307 13.685 -0.042
N 10.878 22.552 14.641 -0.395
C 11.135 21.127 14.697 0.011
C 12.344 20.669 15.511 -1.148
O 13.595 20.939 14.808 -0.306
C 14.661 20.207 15.331 -0.359
H 8.385 25.906 12.993 0.313
H 8.559 25.179 11.367 0.240
H 9.783 26.398 11.894 0.152
H 10.870 25.126 14.422 0.421
H 11.691 25.345 12.793 0.070
H 12.647 23.463 14.159 0.287
H 11.768 22.872 12.682 -0.094
H 9.925 22.780 14.549 0.355
H 11.206 20.690 13.682 -0.179
H 10.321 20.614 15.273 0.463
H 12.118 19.611 15.728 0.342
H 12.436 21.228 16.427 0.634
H 14.444 19.198 15.070 -0.139
H 14.719 20.438 16.418 0.308
H 15.552 20.555 14.846 0.446
C 18.948 21.046 17.560 -0.882
O 17.849 20.185 17.694 -0.177
C 18.046 19.153 18.632 -0.724
C 16.938 18.149 18.389 -0.993
N 16.832 17.612 17.025 0.347
C 18.123 17.079 16.400 -1.050
C 17.848 16.575 15.014 -0.197
O 17.432 17.728 14.189 -0.431
C 17.139 17.160 12.894 -0.281
H 18.619 22.034 17.132 0.246
H 19.721 20.681 16.914 0.339
H 19.466 21.442 18.492 0.312
H 18.068 19.513 19.679 0.475
H 19.026 18.669 18.486 0.415
H 15.955 18.498 18.635 0.386
H 17.163 17.355 19.098 0.378
H 16.532 18.327 16.376 -0.186
H 18.412 16.312 17.084 0.468
H 18.959 17.779 16.416 0.380
H 17.060 15.824 15.144 0.232
H 18.784 16.125 14.680 0.384
H 16.487 16.270 12.936 0.019
H 18.083 16.668 12.542 0.395
H 16.742 17.984 12.314 0.122
C 10.711 28.630 10.390 -0.861
O 10.829 27.284 9.939 -0.377
C 12.194 26.865 9.864 -0.377
C 12.465 25.604 9.090 -1.022
N 12.026 24.418 9.756 0.235
C 12.427 23.078 9.284 -0.593
C 13.846 22.909 9.746 -0.132
O 14.505 21.821 9.152 -0.465
C 15.088 20.928 10.160 -0.311
H 11.086 29.288 9.673 0.413
H 11.313 28.835 11.252 0.354
H 9.595 28.742 10.539 0.221
H 12.547 26.667 10.909 0.144
H 12.761 27.662 9.422 0.512
H 13.518 25.580 8.907 0.426
H 12.104 25.706 8.081 0.387
H 11.029 24.565 9.911 0.084
H 12.321 23.016 8.236 0.505
H 11.759 22.283 9.671 -0.057
H 13.782 22.790 10.801 0.357
H 14.486 23.766 9.504 0.151
H 15.730 20.171 9.681 0.067
H 14.314 20.463 10.838 0.138
H 15.715 21.561 10.849 0.436
C 11.770 17.728 8.615 -0.350
O 10.704 18.429 9.177 -0.407
C 11.184 19.264 10.183 0.448
C 10.024 19.538 11.120 -1.198
N 9.741 18.428 12.038 0.791
C 8.463 18.677 12.826 -0.671
C 8.105 17.481 13.688 -0.785
O 8.159 16.265 12.901 -0.050
C 7.679 15.148 13.608 -0.915
H 12.639 18.413 8.318 0.237
H 11.419 17.283 7.633 0.328
H 12.124 16.984 9.278 -0.109
H 11.444 20.242 9.759 0.165
H 12.040 18.770 10.718 -0.359
H 9.161 19.901 10.465 0.315
H 10.263 20.409 11.695 0.425
H 9.592 17.659 11.475 -0.474
H 7.506 18.973 12.268 0.281
H 8.777 19.574 13.334 0.324
H 7.032 17.638 14.051 0.388
H 8.675 17.311 14.596 0.409
H 8.408 14.847 14.353 0.266
H 7.582 14.341 12.890 0.204
H 6.764 15.345 14.180 0.384
C 15.698 16.624 8.087 -0.895
C 17.165 16.334 8.369 0.436
C 17.941 17.564 8.904 -1.196
O 17.174 15.287 9.353 -0.506
H 15.648 17.483 7.421 0.518
H 15.165 17.031 8.970 -0.170
H 15.131 15.801 7.671 0.384
H 17.641 15.989 7.411 0.180
H 18.947 17.260 9.098 0.501
H 17.479 17.884 9.823 0.090
H 17.919 18.334 8.111 0.369
H 18.131 15.205 9.463 0.293
C 14.025 13.853 16.292 -1.153
C 14.340 15.216 16.688 2.438
C 13.433 15.837 17.688 -1.656
O 15.700 15.250 17.108 -0.682
H 14.855 13.448 15.671 0.189
H 13.077 13.736 15.797 -0.113
H 13.886 13.186 17.172 0.466
H 14.365 15.715 15.708 -0.767
H 13.820 16.805 17.967 0.253
H 13.507 15.198 18.568 0.353
H 12.433 15.912 17.391 0.416
H 15.995 16.202 17.008 0.215
C 9.373 10.337 15.331 -1.449
C 9.810 11.781 14.836 0.778
C 11.318 11.926 14.960 -0.448
O 9.417 11.985 13.487 -0.513
H 8.345 10.287 15.606 0.372
H 9.936 10.105 16.243 0.375
H 9.741 9.600 14.595 0.342
H 9.331 12.553 15.463 0.163
H 11.542 12.904 14.528 -0.519
H 11.879 11.215 14.348 0.203
H 11.579 11.842 15.979 0.650
H 10.146 12.364 13.014 0.209
C 9.429 13.445 9.607 -1.256
C 9.719 14.935 9.494 0.666
C 8.467 15.854 9.584 -1.131
O 10.605 15.319 10.533 0.628
H 9.021 13.149 10.591 0.072
H 10.393 12.896 9.429 0.277
H 8.693 13.220 8.852 0.515
H 10.158 15.171 8.503 0.141
H 7.898 15.846 10.523 0.050
H 7.738 15.550 8.777 0.459
H 8.803 16.849 9.363 0.219
H 11.429 14.808 10.559 -0.577
C 15.188 13.104 12.157 -1.224
C 14.465 12.832 10.869 0.415
C 12.968 12.563 11.051 -0.294
O 14.651 13.845 9.878 -0.529
H 14.649 13.762 12.854 -0.007
H 16.140 13.578 11.976 0.353
H 15.357 12.189 12.704 0.541
H 14.992 11.947 10.493 0.344
H 12.494 13.451 11.405 -0.443
H 12.763 11.711 11.728 0.353
H 12.511 12.358 10.057 0.408
H 15.548 14.254 9.987 0.213
C 12.105 16.152 13.590 -0.654
C 13.154 17.102 13.014 2.487
C 13.626 16.527 11.718 1.995
O 12.613 18.400 12.862 0.405
H 12.422 15.161 13.929 -0.376
H 11.257 15.892 12.934 0.109
H 11.744 16.537 14.594 0.349
H 14.038 17.220 13.683 -1.257
H 12.727 16.302 11.057 -2.039
H 14.162 15.546 11.880 -0.847
H 14.326 17.164 11.163 0.276
H 11.676 18.373 12.955 -0.681

=====

Preferred: two); penalty for the next structure: 498.4 kJ/mol.